Here is C8H17ClO3S in the gas phase in a non-equilibrium geometry from the Open Molecules 2025 dataset. Energies are from ωB97M-V/def2-TZVPD.

Computed properties:
- HOMO level (eV) = -10.0
- charge = 0
- frontier orbital gap (eV) = 10.5
- energy relative to the best compared isomer or geometry (same formula, charge and spin) (kJ/mol) = 0.0

Geometry as XYZ:
```
30
C8H17ClO3S, DFT ωB97M-V/def2-TZVPD
C -2.222 0.624 -0.509
C -1.478 -1.424 0.534
C -0.998 -1.228 -1.852
C 1.395 -0.740 1.847
C 3.008 1.987 0.163
C 0.182 0.296 -0.180
C -1.101 -0.482 -0.550
C 1.389 -0.566 0.331
O 3.115 0.190 -1.685
O 4.079 -0.280 0.617
O 0.616 1.245 -1.164
S 3.069 0.270 -0.254
Cl 1.662 -2.184 -0.409
H -2.177 1.269 -1.442
H -3.215 0.239 -0.399
H -1.914 1.339 0.355
H -0.591 -2.219 0.851
H -1.864 -1.017 1.470
H -2.300 -2.116 0.288
H -0.411 -0.851 -2.755
H -2.073 -1.505 -2.071
H -0.563 -2.274 -1.689
H 2.390 -0.580 2.171
H 0.948 -1.666 2.224
H 0.689 0.002 2.287
H 4.040 2.484 -0.172
H 2.219 2.465 -0.338
H 2.751 2.029 1.236
H -0.061 0.986 0.697
H 1.061 0.854 -1.927
```

Mulliken charges in e: C -1.67; C -1.68; C -1.47; C -1.48; C -0.91; C -0.83; C 2.18; C 0.65; O -0.64; O -0.62; O -0.63; S 1.17; Cl -0.12; H 0.32; H 0.46; H 0.35; H 0.15; H 0.39; H 0.48; H 0.22; H 0.41; H 0.35; H 0.50; H 0.33; H 0.34; H 0.31; H 0.38; H 0.31; H 0.33; H 0.40

=====

Here is 2 unconnected molecules or ions with the total composition C8H17F3NO4S in a non-equilibrium geometry from the Open Molecules 2025 dataset. Energies are from ωB97M-V/def2-TZVPD.

Computed properties:
- HOMO level (eV) = -13.7
- charge = +1
- frontier orbital gap (eV) = 9.8

Geometry as XYZ:
```
34
C8H17F3NO4S, DFT ωB97M-V/def2-TZVPD
C -0.043 -0.225 1.668
C -1.474 0.272 1.263
C -1.565 1.828 1.119
N -2.064 2.306 -0.194
S -3.732 1.977 -0.486
C -4.573 1.368 1.032
O -5.962 1.560 0.815
O -6.692 0.570 1.525
H -0.062 -0.740 2.640
H 0.683 0.601 1.722
H 0.350 -0.965 0.955
H -2.132 -0.009 2.106
H -1.797 -0.266 0.353
H -0.533 2.213 1.198
H -2.111 2.290 1.954
H -1.536 1.833 -0.927
H -3.742 0.878 -1.324
H -4.392 0.277 1.101
H -4.242 1.855 1.961
H -6.295 0.485 2.402
C 5.100 0.252 -1.432
C 4.365 -0.540 -2.493
O 3.909 -1.800 -1.969
C 2.775 -1.769 -1.286
O 2.119 -0.792 -1.077
C 2.397 -3.176 -0.836
F 3.437 -3.834 -0.338
F 1.922 -3.889 -1.856
F 1.456 -3.152 0.105
H 5.914 -0.338 -1.009
H 5.512 1.168 -1.856
H 4.435 0.521 -0.610
H 5.040 -0.779 -3.313
H 3.531 0.024 -2.912
```

Mulliken charges in e: C -0.96; C -0.05; C -0.95; N -0.36; S 0.15; C -0.47; O -0.17; O -0.30; H 0.34; H 0.33; H 0.06; H 0.25; H 0.34; H 0.45; H 0.42; H 0.39; H 0.26; H 0.50; H 0.42; H 0.35; C -1.07; C -0.21; O -0.33; C 0.43; O -0.53; C 0.88; F -0.25; F -0.26; F -0.25; H 0.31; H 0.37; H 0.29; H 0.33; H 0.30

=====

Here is a molecular structure, C8H17InO3 in a non-equilibrium geometry from the Open Molecules 2025 dataset. Energies are from ωB97M-V/def2-TZVPD.

Computed properties:
- HOMO level (eV) = -16.5
- charge = +2
- frontier orbital gap (eV) = 3.5
- energy relative to the best compared isomer or geometry (same formula, charge and spin) (kJ/mol) = 84.5

Geometry as XYZ:
```
29
C8H17InO3, DFT ωB97M-V/def2-TZVPD
In 2.313 2.288 0.339
C -0.248 0.028 3.152
C -0.134 1.535 3.552
O 0.558 2.376 2.714
H -0.849 -0.150 2.261
H -0.478 -0.607 4.004
H 0.731 -0.317 2.808
H 0.291 1.503 4.558
H -1.135 1.995 3.632
C -0.644 2.017 -3.579
C -0.789 1.404 -2.180
O -0.101 1.817 -1.258
C -1.943 0.470 -1.849
H 0.213 1.603 -4.114
H -0.473 3.089 -3.505
H -1.509 1.809 -4.206
H -1.812 -0.350 -2.563
H -2.897 0.943 -2.080
H -1.913 0.018 -0.862
C 1.081 -2.644 1.180
C 1.109 -1.612 0.086
O 1.265 -0.442 0.416
C 1.095 -1.966 -1.351
H 1.205 -3.608 0.684
H 0.040 -2.751 1.505
H 1.726 -2.406 2.019
H 0.813 -2.997 -1.553
H 2.032 -1.732 -1.863
H 0.454 -1.313 -1.947
```

Mulliken charges in e: In 1.10; C -0.56; C -0.08; O -0.19; H 0.22; H 0.41; H 0.08; H 0.32; H 0.31; C -1.07; C 0.72; O -0.41; C -1.11; H 0.32; H 0.36; H 0.36; H 0.39; H 0.41; H 0.21; C -1.23; C 0.80; O -0.31; C -0.95; H 0.42; H 0.31; H 0.37; H 0.40; H 0.34; H 0.07

=====

Here is a molecular structure, C8H17InO3 in a non-equilibrium geometry from the Open Molecules 2025 dataset. Energies are from ωB97M-V/def2-TZVPD.

Computed properties:
- HOMO level (alpha / beta) (eV) = -19.7 / -19.2
- charge = +3
- 2S+1 = 2
- frontier orbital gap (alpha / beta) (eV) = 4.5 / 3.9
- ⟨S²⟩ = 1.768
- energy relative to the best compared isomer or geometry (same formula, charge and spin) (kJ/mol) = 55.5

Geometry as XYZ:
```
29
C8H17InO3, DFT ωB97M-V/def2-TZVPD
In -0.637 -2.053 -0.015
C -1.536 -0.093 -4.671
C -0.173 -0.325 -3.953
O -0.318 -0.967 -2.705
H -2.268 0.394 -4.027
H -2.022 -1.030 -4.943
H -1.434 0.524 -5.564
H 0.238 0.677 -3.832
H 0.437 -0.805 -4.719
C 2.592 0.855 -1.592
C 2.420 0.633 -0.162
O 1.507 -0.015 0.433
C 3.442 1.320 0.697
H 3.597 0.513 -1.838
H 2.425 1.878 -1.929
H 2.034 0.225 -2.284
H 3.131 2.364 0.712
H 4.457 1.394 0.304
H 3.375 0.903 1.702
C -2.433 -1.810 4.332
C -1.607 -0.825 3.494
O -0.696 -1.194 2.814
C -2.021 0.624 3.486
H -2.985 -1.327 5.139
H -1.906 -2.578 4.898
H -3.143 -2.231 3.620
H -2.465 0.774 4.470
H -2.754 0.775 2.694
H -1.254 1.398 3.438
```

Mulliken charges in e: In 1.02; C -1.20; C -0.03; O -0.34; H 0.36; H 0.34; H 0.36; H 0.21; H 0.36; C -0.87; C 0.95; O -0.10; C -1.06; H 0.39; H 0.44; H 0.03; H 0.38; H 0.39; H 0.38; C -0.96; C 0.83; O -0.16; C -0.95; H 0.38; H 0.41; H 0.35; H 0.36; H 0.35; H 0.39

=====

Here is a gas-phase ion, C8H17N2O (charge +1) in a non-equilibrium geometry from the Open Molecules 2025 dataset. Energies are from ωB97M-V/def2-TZVPD.

Computed properties:
- HOMO level (eV) = -13.4
- charge = +1
- frontier orbital gap (eV) = 10.7
- energy relative to the best compared isomer or geometry (same formula, charge and spin) (kJ/mol) = 152.5

Geometry as XYZ:
```
28
C8H17N2O, DFT ωB97M-V/def2-TZVPD
C -0.049 -0.397 0.762
C -0.258 1.870 0.014
C -1.134 1.533 1.222
C -2.613 1.580 0.825
C 1.325 0.873 -2.617
C -0.287 -2.526 1.800
C 0.927 -2.379 -0.282
C 1.633 0.700 -1.104
N 0.367 0.543 -0.422
N 0.134 -1.677 0.749
O -0.768 0.196 1.625
H -0.840 2.177 -0.885
H 0.516 2.636 0.243
H -0.839 2.204 2.077
H -2.723 2.617 0.470
H -3.210 1.195 1.616
H -2.639 0.804 -0.114
H 0.571 0.239 -3.040
H 0.874 1.792 -2.717
H 2.254 0.809 -3.250
H -0.050 -1.973 2.706
H 0.331 -3.350 1.942
H -1.242 -3.038 1.594
H 0.447 -3.320 -0.479
H 1.839 -2.689 0.285
H 1.048 -1.769 -1.203
H 2.219 -0.208 -1.064
H 2.166 1.560 -0.753
```

Mulliken charges in e: C 0.54; C -0.84; C 0.18; C -1.16; C -1.32; C -1.15; C -0.99; C -0.48; N 0.17; N 0.07; O -0.39; H 0.37; H 0.33; H 0.40; H 0.37; H 0.42; H 0.23; H 0.38; H 0.45; H 0.36; H 0.39; H 0.51; H 0.34; H 0.40; H 0.38; H 0.27; H 0.38; H 0.40

=====

Here is 2 unconnected molecules or ions with the total composition C8H17N2O5PS in a non-equilibrium geometry from the Open Molecules 2025 dataset. Energies are from ωB97M-V/def2-TZVPD.

Computed properties:
- HOMO level (eV) = -8.6
- charge = 0
- frontier orbital gap (eV) = 9.0
- energy relative to the best compared isomer or geometry (same formula, charge and spin) (kJ/mol) = 0.0

Geometry as XYZ:
```
34
C8H17N2O5PS, DFT ωB97M-V/def2-TZVPD
N 2.850 -2.429 -0.255
P 2.461 -1.630 -1.711
O 1.250 -2.578 -2.288
C 1.352 -0.274 -1.040
C 0.768 0.608 -2.136
C -0.425 1.347 -1.555
C -0.890 2.696 -2.279
O -1.623 1.286 -2.149
O 1.992 0.471 0.023
C 2.985 1.326 -0.309
O 4.105 0.995 -0.522
S 2.451 3.052 -0.235
H 3.687 -2.002 0.130
H 2.126 -2.332 0.458
H 0.869 -3.145 -1.606
H 0.523 -0.787 -0.541
H 1.472 1.334 -2.532
H 0.378 -0.024 -2.935
H -0.454 1.363 -0.461
H -0.953 3.165 -1.258
H -1.747 3.266 -2.625
H 2.924 3.335 -1.452
C -0.823 -1.356 2.444
O -0.195 -1.847 1.520
N -2.046 -0.809 2.318
C -2.756 -0.213 3.429
C -2.647 -0.828 0.997
H -0.426 -1.310 3.471
H -3.705 -0.725 3.601
H -2.961 0.842 3.234
H -2.151 -0.289 4.330
H -2.757 -1.853 0.641
H -2.012 -0.304 0.282
H -3.623 -0.350 1.010
```

Mulliken charges in e: N -0.68; P 0.17; O -0.50; C 0.20; C -0.79; C 0.59; C -1.14; O -0.54; O -0.18; C 0.47; O -0.43; S -0.22; H 0.31; H 0.34; H 0.33; H 0.01; H 0.20; H 0.54; H 0.59; H 0.16; H 0.44; H 0.16; C 0.07; O -0.59; N 0.15; C -0.93; C -0.78; H 0.33; H 0.34; H 0.34; H 0.29; H 0.29; H 0.08; H 0.39

=====

Here is 2 unconnected molecules or ions with the total composition C8H17N4O2 in a non-equilibrium geometry from the Open Molecules 2025 dataset. Energies are from ωB97M-V/def2-TZVPD.

Computed properties:
- HOMO level (eV) = -12.9
- charge = +1
- frontier orbital gap (eV) = 8.2
- energy relative to the best compared isomer or geometry (same formula, charge and spin) (kJ/mol) = 466.5

Geometry as XYZ:
```
31
C8H17N4O2, DFT ωB97M-V/def2-TZVPD
C -2.045 -1.577 1.648
C 1.069 2.188 -1.785
C 1.931 0.994 -2.183
C 0.798 2.328 -0.215
C 1.598 -0.303 -1.472
C -0.442 1.601 0.208
C 0.115 -0.450 -1.118
C -0.263 -0.491 1.355
N -0.311 0.175 0.163
N -2.040 -2.321 2.661
N -2.946 -1.495 0.706
N 0.621 -1.675 1.655
O 1.270 -2.141 0.705
O 0.505 -2.091 2.823
H 1.688 3.021 -2.140
H 0.218 2.292 -2.428
H 2.134 0.979 -3.239
H 2.919 1.326 -1.852
H 1.750 2.005 0.309
H 0.711 3.417 -0.048
H 1.905 -1.305 -2.001
H 2.225 -0.268 -0.489
H -0.719 1.839 1.259
H -1.407 1.933 -0.441
H -0.503 -0.040 -1.792
H -0.099 -1.627 -1.148
H -0.396 0.002 2.229
H -0.974 -2.385 3.040
H -2.799 -2.919 2.939
H -2.638 -1.210 -0.245
H -3.876 -1.803 0.895
```

Mulliken charges in e: C 0.35; C -0.72; C -1.04; C -0.53; C -0.22; C -0.73; C -1.33; C -0.80; N 0.32; N -0.24; N -0.30; N 0.98; O -0.48; O -0.63; H 0.38; H 0.39; H 0.43; H 0.35; H 0.23; H 0.36; H 0.35; H 0.20; H 0.42; H 0.30; H 0.87; H 0.39; H 0.66; H 0.36; H 0.22; H 0.23; H 0.22

=====

Here is C8H17N5O3 in the gas phase in a non-equilibrium geometry from the Open Molecules 2025 dataset. Energies are from ωB97M-V/def2-TZVPD.

Computed properties:
- HOMO level (eV) = -8.8
- charge = 0
- frontier orbital gap (eV) = 8.9
- energy relative to the best compared isomer or geometry (same formula, charge and spin) (kJ/mol) = 250.8

Geometry as XYZ:
```
33
C8H17N5O3, DFT ωB97M-V/def2-TZVPD
C 0.243 2.250 3.329
C 0.177 2.826 1.955
C 1.076 0.642 0.809
C 2.616 0.897 0.825
C 0.568 -0.186 -0.311
C -0.919 -0.240 -0.519
C -1.428 -0.847 -1.858
C -1.583 -2.942 -3.271
H 1.375 0.731 4.320
H 2.208 2.067 4.192
H -0.244 2.984 4.106
H -0.431 1.381 3.247
H 0.504 2.602 0.044
H 0.838 0.147 1.813
H 0.977 -1.242 -0.162
H 0.997 0.188 -1.281
H -1.416 0.740 -0.627
H -1.438 -0.699 0.299
H -2.514 -0.737 -1.884
H -1.040 -0.107 -2.633
H -1.018 -2.880 -1.327
H -1.814 -4.636 -2.317
H -1.062 -1.727 -4.957
H -2.570 -2.720 -4.937
H 2.518 0.732 2.779
N 1.458 1.540 3.687
N 0.500 1.999 0.827
N -1.026 -2.336 -2.185
N -1.906 -4.184 -3.184
N -1.847 -2.184 -4.408
O -0.232 3.934 1.749
O 3.188 1.321 -0.147
O 3.246 0.684 2.026
```

Mulliken charges in e: C -0.71; C 0.52; C 0.27; C 0.33; C -0.83; C -0.48; C -0.85; C 0.60; H 0.28; H 0.28; H 0.29; H 0.32; H 0.23; H 0.41; H 0.22; H 0.33; H 0.31; H 0.36; H 0.34; H 0.23; H 0.25; H 0.20; H 0.23; H 0.26; H 0.55; N -0.59; N -0.11; N -0.21; N -0.79; N -0.48; O -0.62; O -0.57; O -0.57

=====

What are the energy values for these records? In order: -1399.04065 -1368.09349 -730.03606 -729.50744 -499.47429 -1540.14630 -684.08852 -814.51315 Eh.